The following is a DFT calculation (ωB97M-V/def2-TZVPD) of one molecule with the formula H2P4S3.

The geometry in ORCA input format:
```
! wB97M-V def2-TZVPD RIJCOSX def2/J DEFGRID3
* xyz 0 1
P 0.154 0.795 -0.369
P -0.027 -2.415 0.394
P 1.354 -0.682 0.507
P -0.764 -0.079 2.946
S -1.531 0.978 0.839
S -1.213 -2.076 2.138
S 1.297 0.010 2.563
H 1.139 1.600 0.221
H -0.866 -1.597 -0.246
*
```

Results
relative energy (zero: lowest compared OMol25 entry of this formula, charge and spin) = 0.347 eV
SMILES string = [PH]1#S#P2S[PH]#P1S2
lowest unoccupied orbital energy = -0.67 eV

=====

The following is a DFT calculation (ωB97M-V/def2-TZVPD) of C4H4P2 as an isolated structure.

The geometry in ORCA input format:
```
! wB97M-V def2-TZVPD RIJCOSX def2/J DEFGRID3
* xyz 0 1
C -1.760 -0.536 1.278
C -1.457 -1.190 0.070
C -0.788 0.331 0.896
C -0.077 -0.812 0.136
P 2.414 0.748 0.246
P 1.549 -1.154 -0.270
H -2.758 -0.719 1.826
H -1.970 -1.389 -0.825
H 2.637 0.274 1.600
H 1.132 1.393 0.541
*
```

Results
relative energy (zero: lowest compared OMol25 entry of this formula, charge and spin) = 3.068 eV
lowest unoccupied orbital energy = -0.37 eV

=====

The following is a DFT calculation (ωB97M-V/def2-TZVPD) of a 13-piece molecular cluster, C7H36O13 overall.

The geometry in ORCA input format:
```
! wB97M-V def2-TZVPD RIJCOSX def2/J DEFGRID3
* xyz 0 1
C -3.056 -2.568 -1.983
C -2.663 -1.074 -2.190
C -3.341 -0.249 -1.113
C -2.397 0.053 -0.073
C -1.904 1.267 0.155
C -0.756 1.533 0.957
C -0.234 2.752 1.016
O 0.890 2.868 1.727
H -2.705 -2.827 -1.014
H -2.794 -3.237 -2.826
H -4.151 -2.654 -1.866
H -2.923 -0.675 -3.145
H -1.541 -0.850 -2.044
H -4.262 -0.787 -0.688
H -3.677 0.678 -1.594
H -2.114 -0.880 0.382
H -2.488 2.181 -0.308
H -0.287 0.658 1.434
H -0.710 3.719 0.808
H 1.469 1.947 1.704
H 3.407 3.579 -0.013
H 3.159 2.434 -0.796
O 3.466 2.664 0.026
H 1.379 -3.517 3.064
H 2.053 -2.218 2.957
O 2.249 -3.089 2.764
H 2.656 -1.082 1.031
H 2.668 -2.607 1.301
O 3.085 -1.885 0.722
H -0.526 2.282 -2.796
H -1.684 1.503 -2.061
O -1.464 2.346 -2.625
H 4.299 0.644 -2.598
H 3.462 -0.673 -2.740
O 3.405 0.334 -2.737
H 2.984 -2.196 -0.863
H 3.399 -3.287 -1.894
O 3.006 -2.375 -1.865
H -1.813 -0.667 4.184
H -0.914 0.452 4.319
O -1.396 -0.115 3.664
H 1.873 1.088 -2.483
H 1.115 1.772 -1.253
O 1.133 1.629 -2.227
H 0.852 -0.553 -1.064
H 0.944 -1.964 -1.503
O 0.327 -1.335 -1.138
H -2.885 2.642 2.024
H -3.823 1.483 2.071
O -3.806 2.378 2.268
H -0.685 -2.012 1.081
H -0.970 -1.268 2.396
O -0.465 -1.976 1.988
H 3.344 1.226 2.524
H 3.084 1.572 1.217
O 2.727 0.936 1.717
*
```

Results
relative energy (zero: lowest compared OMol25 entry of this formula, charge and spin) = 3.544 eV
lowest unoccupied orbital energy = -0.15 eV

=====

The following is a DFT calculation (ωB97M-V/def2-TZVPD) of one molecule with the formula C3H6N2S.

The geometry in ORCA input format:
```
! wB97M-V def2-TZVPD RIJCOSX def2/J DEFGRID3
* xyz 0 1
C 1.311 0.445 0.298
C 0.280 1.114 -0.438
C -0.003 -1.437 -0.263
N 1.402 -0.750 0.457
N -1.883 -0.227 1.000
S -1.231 -0.190 -0.367
H 1.974 1.060 0.777
H 0.036 2.109 -0.093
H 0.575 1.201 -1.524
H 0.294 -1.638 -1.251
H -0.208 -2.163 0.401
H -2.548 0.475 1.001
*
```

Results
relative energy (zero: lowest compared OMol25 entry of this formula, charge and spin) = 4.050 eV
lowest unoccupied orbital energy = 0.70 eV

=====

The following is a DFT calculation (ωB97M-V/def2-TZVPD) of C31H24CuOP2Se2 as an isolated structure.

The geometry in ORCA input format:
```
! wB97M-V def2-TZVPD RIJCOSX def2/J DEFGRID3
* xyz 0 2
Cu -0.239 0.295 1.224
Se 2.193 0.574 0.510
P 1.258 2.519 0.320
Se -0.769 2.626 1.113
C 1.220 2.991 -1.446
C 0.181 3.767 -1.952
C 0.184 4.155 -3.287
C 1.223 3.772 -4.122
C 2.261 2.994 -3.624
C 2.258 2.601 -2.293
C 2.303 3.784 1.106
C 1.788 4.660 2.052
C 2.612 5.614 2.640
C 3.948 5.696 2.281
C 4.468 4.818 1.334
C 3.650 3.863 0.752
H -0.634 4.058 -1.303
H -0.632 4.754 -3.674
H 1.221 4.072 -5.163
H 3.071 2.686 -4.274
H 3.050 1.964 -1.916
H 0.745 4.588 2.333
H 2.207 6.291 3.382
H 4.589 6.438 2.740
H 5.513 4.875 1.055
H 4.065 3.166 0.032
O 0.767 -0.455 3.738
C -0.007 -0.749 2.893
C -0.929 -1.956 2.995
C -1.103 -2.567 4.232
C -1.983 -3.630 4.360
C -2.679 -4.084 3.245
C -2.490 -3.481 2.008
C -1.610 -2.412 1.871
P -1.282 -1.543 0.283
C 0.049 -2.534 -0.481
C 0.469 -3.769 0.004
C 1.498 -4.457 -0.629
C 2.107 -3.919 -1.754
C 1.697 -2.683 -2.241
C 0.681 -1.990 -1.600
C -2.748 -1.955 -0.712
C -3.944 -1.305 -0.395
C -5.105 -1.589 -1.097
C -5.077 -2.513 -2.136
C -3.890 -3.152 -2.462
C -2.726 -2.877 -1.751
H -0.552 -2.186 5.083
H -2.135 -4.096 5.326
H -3.373 -4.911 3.338
H -3.035 -3.844 1.144
H -0.003 -4.199 0.879
H 1.824 -5.414 -0.241
H 2.909 -4.455 -2.246
H 2.182 -2.250 -3.107
H 0.391 -1.008 -1.956
H -3.960 -0.572 0.404
H -6.027 -1.081 -0.844
H -5.980 -2.731 -2.692
H -3.866 -3.871 -3.272
H -1.805 -3.385 -2.007
*
```

Results
lowest unoccupied orbital energy (spin up / spin down) = 0.06 / -0.88 eV

=====

The following is a DFT calculation (ωB97M-V/def2-TZVPD) of a 3-piece molecular cluster, C6H11N overall.

The geometry in ORCA input format:
```
! wB97M-V def2-TZVPD RIJCOSX def2/J DEFGRID3
* xyz 0 1
C -2.077 -0.441 -0.489
C -0.707 0.077 -0.910
C 0.317 0.185 0.220
C 1.618 0.732 -0.205
C 0.382 -0.860 1.179
C 0.375 1.649 0.801
N 0.105 2.660 1.317
H -2.019 -1.475 -0.135
H -2.760 -0.426 -1.343
H -2.514 0.174 0.306
H -0.807 1.057 -1.392
H -0.256 -0.597 -1.650
H 1.696 1.323 -1.112
H 2.448 0.752 0.495
H 2.038 -1.089 -0.498
H 1.168 -0.829 1.930
H -0.528 -1.370 1.480
H 1.523 -1.524 0.007
*
```

Results
relative energy (zero: lowest compared OMol25 entry of this formula, charge and spin) = 5.745 eV
lowest unoccupied orbital energy = -0.30 eV

=====

The following is a DFT calculation (ωB97M-V/def2-TZVPD) of a 2-piece molecular cluster, C4H12NO3 overall.

The geometry in ORCA input format:
```
! wB97M-V def2-TZVPD RIJCOSX def2/J DEFGRID3
* xyz -1 1
C -0.235 1.553 0.225
C -0.627 0.239 0.942
C -1.834 -0.345 0.187
O -3.010 0.517 0.299
N 0.484 -0.711 0.972
C 0.707 -1.556 -0.234
O 1.155 -0.935 -1.360
H 0.327 1.248 -0.649
H 0.470 2.118 0.852
H -1.092 2.121 -0.096
H -0.873 0.435 2.000
H -1.489 -0.389 -0.845
H -2.211 -1.299 0.515
H -2.755 1.307 0.783
H 1.308 -0.162 1.182
H 1.399 -2.334 0.154
H -0.270 -2.026 -0.401
H 2.105 0.214 -1.011
H 3.632 0.455 -0.887
O 2.809 0.954 -0.885
*
```

Results
relative energy (zero: lowest compared OMol25 entry of this formula, charge and spin) = 0.697 eV
lowest unoccupied orbital energy = 3.70 eV

=====

The following is a DFT calculation (ωB97M-V/def2-TZVPD) of one molecule with the formula C17H13ClN6O2.

The geometry in ORCA input format:
```
! wB97M-V def2-TZVPD RIJCOSX def2/J DEFGRID3
* xyz 0 1
C 4.613 -3.948 -2.865
C 3.572 -2.997 -2.366
C 2.403 -2.756 -3.076
C 1.436 -1.878 -2.623
C 1.633 -1.212 -1.419
C 2.794 -1.431 -0.683
C 3.741 -2.314 -1.163
Cl 5.176 -2.569 -0.231
H 2.937 -0.911 0.250
N 0.684 -0.315 -0.923
C -0.505 0.061 -1.460
N -1.066 -0.325 -2.608
C -2.229 0.239 -2.844
N -2.885 1.109 -2.089
C -2.340 1.498 -0.942
N -3.029 2.445 -0.239
N -2.782 2.632 1.111
C -2.958 1.599 2.004
O -3.473 0.555 1.677
C -2.486 1.907 3.363
C -1.807 2.979 3.898
C -1.618 2.682 5.262
C -2.192 1.458 5.457
O -2.710 0.991 4.325
H -2.284 0.847 6.333
H -1.126 3.291 5.992
H -1.479 3.867 3.396
H -2.246 3.452 1.356
H -3.998 2.540 -0.531
C -1.083 0.995 -0.560
C -0.133 1.092 0.485
N 0.891 0.318 0.248
H -0.159 1.685 1.377
H -2.719 -0.045 -3.765
H 0.535 -1.704 -3.186
H 2.246 -3.272 -4.012
H 4.770 -4.748 -2.142
H 4.314 -4.383 -3.814
H 5.564 -3.433 -2.994
*
```

Results
SMILES string = Cc1ccc(-n2ncc3c(NNC(=O)c4ccco4)ncnc32)cc1Cl
lowest unoccupied orbital energy = 0.27 eV

=====

The following is a DFT calculation (ωB97M-V/def2-TZVPD) of C63H53N6O6Ru as an isolated structure.

The geometry in ORCA input format:
```
! wB97M-V def2-TZVPD RIJCOSX def2/J DEFGRID3
* xyz 1 5
Ru 0.233 0.222 0.198
C 4.561 -7.906 1.201
O 3.605 -7.743 0.170
C 2.809 -6.659 0.204
C 1.884 -6.535 -0.836
C 1.058 -5.438 -0.912
C 1.118 -4.415 0.042
C 2.015 -4.576 1.103
C 2.850 -5.678 1.189
C 0.419 -3.124 -0.067
C 0.444 -2.402 -1.287
C 0.534 -2.837 -2.637
C 0.394 -1.729 -3.443
C 0.295 -0.597 -2.593
N 0.322 -1.028 -1.313
C 0.256 0.809 -2.943
C 1.067 1.727 -2.155
C 1.966 2.732 -2.596
C 2.619 3.217 -1.486
C 2.080 2.560 -0.347
C 2.320 2.751 1.032
C 3.592 3.320 1.512
C 4.226 2.697 2.605
C 5.480 3.073 3.026
C 6.165 4.106 2.384
O 7.386 4.389 2.867
C 8.125 5.436 2.259
C 5.548 4.754 1.319
C 4.287 4.364 0.901
C 1.387 2.304 2.014
N 0.363 1.411 1.774
C -0.333 1.225 2.927
C -1.502 0.309 2.837
C -4.016 -0.211 3.934
C -3.902 -0.247 5.440
C -4.653 0.528 6.248
C -5.662 1.385 5.735
O -6.270 2.187 6.633
C -7.138 3.203 6.163
C -5.974 1.332 4.359
C -5.251 0.560 3.509
C -1.080 -1.071 2.463
C -1.056 -2.281 3.163
C -0.482 -3.227 2.318
C -0.148 -2.575 1.111
N -0.543 -1.256 1.238
C 0.200 2.040 3.928
C 1.278 2.717 3.361
N 1.147 1.649 -0.810
C -0.672 1.288 -3.923
C -0.768 2.663 -4.248
C -1.837 3.155 -4.944
C -2.875 2.308 -5.358
O -3.910 2.900 -5.965
C -5.050 2.116 -6.277
C -2.776 0.940 -5.108
C -1.700 0.448 -4.407
H 5.136 -8.789 0.939
H 4.080 -8.061 2.171
H 5.233 -7.047 1.265
H 1.835 -7.318 -1.580
H 0.323 -5.394 -1.703
H 2.094 -3.801 1.853
H 3.534 -5.752 2.023
H 0.660 -3.846 -2.986
H 0.420 -1.712 -4.520
H 2.145 3.010 -3.622
H 3.374 3.984 -1.491
H 3.733 1.881 3.108
H 5.955 2.584 3.868
H 9.059 5.502 2.810
H 7.599 6.390 2.336
H 8.340 5.215 1.211
H 6.038 5.575 0.813
H 3.822 4.927 0.104
H -3.122 -0.870 5.860
H -4.507 0.514 7.322
H -7.241 3.915 6.978
H -8.122 2.800 5.913
H -6.718 3.711 5.292
H -6.819 1.889 3.974
H -5.505 0.501 2.458
H -1.426 -2.451 4.161
H -0.371 -4.283 2.508
H -0.155 2.126 4.942
H 1.890 3.464 3.840
H -0.002 3.345 -3.908
H -1.930 4.210 -5.165
H -5.801 2.815 -6.635
H -5.427 1.599 -5.392
H -4.833 1.390 -7.064
H -3.554 0.260 -5.425
H -1.677 -0.605 -4.168
N 5.946 -1.278 2.043
C 4.684 -1.050 1.633
C 4.385 -0.759 0.291
C 3.093 -0.495 -0.075
N 2.066 -0.495 0.797
C 2.334 -0.834 2.071
C 3.595 -1.119 2.521
H 6.715 -1.129 1.416
H 6.151 -1.398 3.019
H 5.172 -0.731 -0.450
H 2.859 -0.270 -1.106
H 1.494 -0.867 2.755
H 3.747 -1.373 3.562
C -4.670 -2.659 4.263
C -4.160 -1.598 3.326
C -4.010 -1.908 2.030
C -3.605 -1.123 0.874
C -3.734 -1.831 -0.460
C -3.151 0.152 0.875
C -2.648 0.983 1.986
C -2.538 2.468 1.673
C -2.833 0.656 3.438
C -2.761 0.749 -0.471
O -3.569 1.094 -1.301
O -1.459 0.890 -0.611
H -5.040 -3.521 3.710
H -5.477 -2.266 4.882
H -3.881 -3.001 4.940
H -4.240 -2.939 1.777
H -4.182 -2.816 -0.340
H -2.752 -1.954 -0.931
H -4.351 -1.252 -1.144
H -3.502 2.814 1.296
H -1.784 2.689 0.919
H -2.296 3.040 2.568
H -2.784 1.544 4.061
*
```

Results
lowest unoccupied orbital energy (spin up / spin down) = -3.46 / -4.45 eV

=====

The following is a DFT calculation (ωB97M-V/def2-TZVPD) of a 7-piece molecular cluster, C23H27BCl24N2O9S overall.

The geometry in ORCA input format:
```
! wB97M-V def2-TZVPD RIJCOSX def2/J DEFGRID3
* xyz 0 1
C 4.499 3.649 -0.169
C 4.125 3.643 -1.303
C 3.616 3.604 -2.665
C 3.367 2.138 -3.086
C 2.078 1.916 -3.902
C 0.848 1.405 -3.150
C -0.374 1.922 -3.937
O -0.613 3.274 -3.540
C -1.831 3.702 -4.021
C -2.985 3.478 -3.086
O -1.933 4.202 -5.100
C 0.631 1.995 -1.774
O 1.232 2.770 -1.123
O -0.517 1.330 -1.328
C -0.304 -0.067 -1.615
C -1.736 -0.611 -1.810
N -1.910 -2.044 -1.621
S 0.354 -0.635 0.013
C -0.876 -0.148 1.181
O 0.493 -2.065 0.093
O 1.560 0.097 0.326
C 0.700 -0.129 -2.831
C 2.101 -0.739 -2.551
C 2.170 -2.267 -2.375
C 3.137 -2.785 -1.309
N 3.958 -1.904 -0.551
O 3.181 -3.971 -1.112
B 0.217 -0.913 -4.144
O -0.482 -2.079 -4.065
O 0.515 -0.431 -5.417
H 4.660 3.449 0.861
H 2.698 4.181 -2.707
H 4.373 4.069 -3.291
H 3.436 1.514 -2.205
H 4.199 1.843 -3.722
H 1.802 2.885 -4.311
H 2.309 1.288 -4.754
H -1.266 1.321 -3.757
H -0.174 1.876 -5.003
H -3.305 4.423 -2.666
H -2.684 2.792 -2.300
H -3.786 3.008 -3.643
H -2.116 -0.271 -2.766
H -2.319 -0.078 -1.060
H -2.460 -2.419 -2.377
H -2.337 -2.259 -0.734
H -0.839 0.920 1.353
H -0.548 -0.640 2.090
H -1.864 -0.484 0.901
H 2.733 -0.492 -3.402
H 2.546 -0.235 -1.703
H 2.542 -2.701 -3.302
H 1.217 -2.723 -2.137
H 3.383 -1.467 0.169
H 4.268 -1.127 -1.125
H -0.142 -2.749 -4.667
H 1.464 -0.487 -5.577
C -3.913 1.215 3.728
Cl -4.796 -0.196 4.302
Cl -2.244 1.161 4.313
Cl -3.907 1.216 1.957
Cl -4.693 2.684 4.314
C -6.564 -3.903 4.260
Cl -7.924 -3.585 3.180
Cl -5.056 -3.863 3.344
Cl -6.516 -2.667 5.527
Cl -6.758 -5.491 5.002
C 0.551 2.322 6.917
Cl 2.042 2.341 7.859
Cl -0.838 2.301 8.003
Cl 0.477 3.756 5.891
Cl 0.522 0.876 5.898
C -4.814 -0.650 8.840
Cl -4.902 0.540 10.140
Cl -3.511 -0.218 7.734
Cl -4.504 -2.249 9.519
Cl -6.355 -0.677 7.968
C -1.318 -5.697 0.733
Cl -2.411 -5.154 -0.549
Cl -1.574 -4.702 2.176
Cl -1.667 -7.387 1.121
Cl 0.337 -5.536 0.189
C 7.464 -0.044 1.092
Cl 6.287 1.239 0.788
Cl 8.702 0.545 2.207
Cl 6.650 -1.441 1.789
Cl 8.224 -0.506 -0.436
*
```

Results
SMILES string = C#CCCC[C@]1(COC(C)=O)C(=O)O[C@](CN)(S(C)(=O)=O)[C@@]1(CCC(N)=O)B(O)O.ClC(Cl)(Cl)Cl.ClC(Cl)(Cl)Cl.ClC(Cl)(Cl)Cl.ClC(Cl)(Cl)Cl.ClC(Cl)(Cl)Cl.ClC(Cl)(Cl)Cl
lowest unoccupied orbital energy = -0.12 eV